Entry from OMol25: 11 unconnected molecules or ions with the total composition C37H103N7O14 at a distorted geometry (ωB97M-V/def2-TZVPD).

Output
2S+1: 1
SMILES: COC[C@H](C)N.COC[C@H](C)N.COC[C@H](C)N.COC[C@H](C)N.COC[C@H](C)N.COC[C@H](C)N.COC[C@H](C)N.CC(C)O.OCCO.OCCO.OCCO
Total energy in eV: -79130.4359
E_LUMO in Eh: 0.0039
HOMO energy in eV: -8.693
Kohn-Sham gap in eV: 8.80

The geometry in XYZ format:
```
161
Properties=species:S:1:pos:R:3:forces:R:3:mulliken_charge:R:1
O 18.640961 -22.156297 -0.973364 0.17 -0.27 -0.56 -0.283
O 13.773872 -18.144507 -4.028388 -0.01 -0.32 -0.12 -0.643
O 16.006115 -25.424040 -3.145584 0.40 0.51 0.26 -0.422
O 10.430017 -20.585789 0.879753 0.27 -0.97 0.51 0.627
O 12.575419 -20.543032 5.720783 -0.54 0.29 0.27 -0.368
O 8.123051 -21.778566 1.797513 -0.19 -0.16 -0.01 -0.442
O 13.014895 -26.523491 1.466724 0.35 0.49 0.12 -0.445
O 9.066340 -21.222774 -3.352657 -0.15 -0.16 -0.15 0.149
O 12.055079 -23.530575 -4.589153 -0.20 0.15 0.08 -0.511
O 13.403308 -22.436609 -0.167910 0.14 -0.02 -0.01 -0.033
O 7.085706 -24.473291 1.825192 0.06 -0.27 0.04 -0.552
O 11.198390 -17.481505 -5.205523 -0.24 -0.44 -0.30 -0.556
O 7.988196 -24.255042 -1.668863 -0.27 -0.34 0.07 -0.366
O 13.989777 -17.389564 2.083004 -0.22 0.05 0.07 -0.376
N 11.088779 -17.777376 -0.200740 0.20 0.41 -0.30 -0.211
N 12.526049 -27.555014 -1.178245 0.31 0.00 0.93 -0.533
N 8.176593 -19.616309 -6.545983 -0.12 -0.24 0.37 -0.868
N 15.798686 -29.113712 -3.516706 0.79 0.54 -0.60 -0.698
N 10.597094 -26.696290 -3.458693 0.65 -0.68 0.27 -0.597
N 15.979356 -21.370298 -0.285281 1.05 0.10 -0.36 -0.618
N 14.920515 -19.115721 6.399022 -1.07 -0.81 -0.15 -0.717
C 8.825590 -20.905675 -2.002289 -0.18 -0.65 0.11 -0.656
C 12.397870 -22.303997 -3.999473 0.54 0.25 0.70 -0.905
C 7.049813 -20.995694 2.322862 0.35 1.41 0.06 0.740
C 7.565728 -19.546413 2.371888 -0.20 -0.32 -0.08 -1.244
C 13.678685 -19.041633 7.235830 1.18 -0.10 0.23 0.570
C 8.731069 -20.674381 -5.678513 0.92 0.72 -0.51 0.565
C 15.001625 -25.167921 -2.176981 -0.53 -0.64 -0.77 0.476
C 12.640966 -17.600475 1.726095 -0.30 -0.25 0.08 -0.713
C 14.108529 -17.093377 3.453998 0.65 0.59 0.20 -0.614
C 8.766167 -20.185386 -4.247120 -0.38 1.50 0.30 -0.281
C 17.457151 -27.863453 -2.206622 0.56 0.80 -0.35 -1.510
C 10.522487 -25.697560 -5.672277 0.28 -1.01 0.81 -1.560
C 12.547678 -18.418546 -3.359296 -0.58 0.43 0.14 2.908
C 12.874625 -25.121873 1.290025 0.28 0.23 -0.48 -0.207
C 15.830665 -26.653321 -3.827113 0.98 0.03 0.31 -0.431
C 11.882103 -27.310491 1.198358 -0.10 -1.15 0.82 -0.957
C 15.785281 -20.287665 -2.473347 0.45 0.18 0.05 -1.633
C 16.116589 -27.819771 -2.882975 -1.91 -0.66 0.54 1.649
C 12.437263 -19.317372 6.407322 0.38 0.31 0.60 -0.702
C 7.798369 -24.857938 0.647921 0.72 0.86 -0.49 -0.032
C 10.334840 -28.443890 -0.474743 0.20 1.61 0.38 -1.572
C 16.538837 -21.341683 -1.674849 -0.53 0.54 0.46 1.236
C 12.633836 -21.334750 0.223669 -0.45 0.96 0.40 0.370
C 11.317456 -25.794723 -4.349320 -1.05 1.46 -0.14 0.502
C 11.472183 -17.445793 -3.814260 0.19 0.35 -0.01 -0.713
C 18.032173 -21.036641 -1.603870 -0.52 -0.93 0.47 -0.884
C 12.457344 -17.541542 0.219862 1.17 -0.30 -0.20 1.224
C 12.975858 -16.225070 -0.346099 -0.44 0.25 -0.79 -1.619
C 10.174732 -21.000673 -6.098445 -0.30 -1.25 0.39 -0.443
C 7.115205 -24.203322 -0.550002 -0.13 0.11 0.28 0.074
C 20.046583 -22.122454 -1.049193 0.29 0.60 0.80 -0.800
C 5.809678 -21.105678 1.452816 -0.02 -0.63 0.11 -1.357
C 13.654080 -17.726627 7.981753 0.21 0.68 0.31 -1.518
C 11.384973 -24.408822 -3.699682 0.42 0.01 -0.19 0.699
C 11.306368 -21.722185 0.873099 0.37 0.02 -1.10 -0.176
C 11.351748 -20.926883 5.104343 0.82 -0.20 -0.38 -0.722
C 11.390798 -27.336309 -0.249029 0.38 -0.71 0.10 0.610
H 16.655047 -21.927005 0.243434 -0.35 -0.23 0.06 0.219
H 14.827736 -26.708729 -4.261604 -0.17 -0.16 0.11 -0.098
H 16.345277 -22.324365 -2.107177 0.34 -0.04 -0.08 -0.312
H 7.337810 -25.098417 2.513279 -0.15 0.16 0.11 0.281
H 18.272321 -27.768973 -2.930157 0.00 -0.51 -0.04 0.338
H 5.989811 -20.782556 0.426282 0.24 0.06 0.04 0.169
H 15.918791 -19.290064 -2.044533 -0.06 -0.03 0.15 0.452
H 12.854578 -16.189375 -1.432864 -0.17 -0.29 0.02 0.191
H 10.624862 -21.290707 5.832440 -0.02 -0.01 0.06 0.380
H 8.067831 -20.023589 -7.467550 -0.03 0.19 -0.08 0.292
H 11.627559 -19.326923 7.148063 -0.33 -0.19 -0.29 0.395
H 10.531309 -17.661194 -3.310588 0.04 0.01 0.09 0.209
H 9.143275 -21.795073 -1.455750 0.13 0.22 0.24 -0.245
H 12.248659 -18.512640 5.688509 -0.02 0.10 0.01 0.229
H 12.694114 -18.245373 -2.295027 0.12 -0.05 0.02 -1.113
H 20.421200 -21.854792 -2.038349 -0.12 -0.26 -0.21 0.307
H 11.066673 -27.166611 1.925844 -0.14 0.76 -0.26 0.410
H 9.621614 -21.022743 1.219173 -0.21 0.77 -0.12 -0.231
H 13.789924 -16.061425 3.646837 -0.25 -0.05 0.05 0.343
H 18.166857 -20.186962 -0.925213 0.14 0.46 -0.43 0.343
H 14.041515 -16.058389 -0.206154 -0.10 0.07 0.59 0.327
H 9.483732 -19.358661 -4.124412 0.51 -0.31 -0.31 -0.614
H 16.169337 -20.431591 0.071855 -0.49 0.00 0.12 0.320
H 10.919801 -20.112737 4.515546 -0.02 0.10 0.06 0.271
H 10.762834 -18.731206 -0.089026 0.10 0.10 0.48 0.003
H 20.439866 -21.366872 -0.355838 0.00 0.15 -0.04 0.314
H 6.859433 -21.336632 3.345294 -0.23 -0.03 -0.03 0.274
H 12.821917 -17.604983 8.679648 -0.14 -0.20 -0.16 0.384
H 14.907188 -29.074281 -3.990703 -0.11 -0.17 0.17 0.249
H 13.322011 -27.195223 -0.644637 0.13 0.19 -0.53 0.203
H 8.498042 -19.474017 2.931198 0.06 -0.06 -0.09 0.129
H 7.751244 -20.784325 -1.811324 -0.05 0.21 -0.07 0.452
H 14.663879 -19.889565 5.778222 0.46 0.29 -0.34 0.310
H 12.711947 -24.887417 0.235986 -0.61 0.16 0.07 -0.132
H 14.334783 -22.099432 -0.266281 -0.35 -0.13 0.18 0.083
H 9.990024 -28.305689 -1.496329 -0.17 -0.53 -0.07 0.369
H 12.145616 -24.675676 1.971210 -0.41 -0.16 -0.23 0.305
H 9.506689 -28.245592 0.208438 -0.15 -0.24 -0.07 0.396
H 16.189564 -20.215496 -3.484152 -0.23 -0.16 -0.10 0.494
H 10.732445 -29.437679 -0.281794 0.08 -0.03 -0.13 0.431
H 8.066175 -21.536127 -5.748507 0.12 -0.13 0.05 0.327
H 6.132384 -24.658328 -0.711638 0.10 -0.19 -0.31 0.286
H 17.607339 -26.999488 -1.555490 -0.29 -0.07 0.13 0.254
H 12.462988 -21.555913 -4.789221 0.16 -0.01 0.15 0.411
H 7.854440 -19.616863 -3.997607 -0.47 -0.80 0.03 0.469
H 11.961821 -16.850837 2.165240 0.21 0.06 0.21 0.557
H 13.800818 -24.579260 1.487891 0.26 -0.62 0.28 0.268
H 7.924023 -25.939395 0.586684 -0.33 -0.04 -0.23 0.284
H 10.862842 -22.475209 0.206027 0.03 -0.31 0.35 -0.098
H 4.971863 -20.522565 1.834123 0.04 -0.03 0.17 0.438
H 11.937921 -24.443906 -2.748758 -0.10 -0.13 0.02 -0.416
H 13.342610 -22.363357 -3.443993 0.29 -0.17 -0.30 0.415
H 13.169217 -20.693765 0.938583 0.17 -0.03 -0.08 0.205
H 13.575306 -17.769573 4.125420 -0.13 -0.17 -0.24 0.072
H 13.775845 -19.818965 8.005189 -0.48 -0.15 -0.08 0.361
H 14.061145 -25.339112 -2.711715 -0.39 0.18 0.47 0.112
H 15.641369 -19.552807 6.968217 0.10 0.36 0.07 0.274
H 10.369195 -24.035394 -3.491556 0.05 -0.02 -0.01 0.152
H 15.162668 -17.132450 3.727524 0.01 -0.17 -0.09 0.315
H 7.847975 -22.702091 1.882298 0.05 -0.22 -0.03 0.124
H 10.505713 -17.120395 0.304566 -0.35 -0.26 -0.10 0.310
H 13.848489 -18.733032 -4.785320 0.02 0.00 0.03 0.399
H 13.692348 -16.845340 7.336832 -0.20 -0.19 -0.26 0.267
H 14.559240 -17.645432 8.589421 0.00 -0.14 0.00 0.363
H 15.368296 -27.697651 -2.083144 0.16 0.18 0.12 -0.582
H 12.359693 -20.685149 -0.623411 0.11 -0.11 -0.13 -0.368
H 12.725895 -28.554151 -1.207977 -0.20 0.00 -0.14 0.226
H 10.807341 -20.113932 -6.073820 -0.12 0.17 0.06 0.116
H 11.777296 -16.429034 -3.543958 0.00 -0.03 0.13 0.402
H 15.818133 -29.853322 -2.830921 -0.20 -0.08 -0.04 0.268
H 12.352492 -18.592589 2.101239 -0.31 0.07 -0.04 0.064
H 20.464254 -23.062599 -0.699826 -0.22 -0.24 -0.27 0.247
H 11.458129 -22.110250 1.884697 -0.07 -0.12 -0.05 -0.105
H 6.929048 -23.148846 -0.322742 0.01 -0.07 0.36 -0.114
H 12.354841 -15.393386 0.001992 0.32 0.11 0.32 0.422
H 6.852701 -18.858943 2.828062 -0.14 -0.18 0.05 0.498
H 12.343092 -26.085701 -4.577789 -0.03 -0.48 0.29 -0.146
H 7.666165 -23.602497 -2.300434 0.21 -0.07 -0.14 0.228
H 11.991336 -17.281935 -5.712335 0.13 0.09 0.24 0.317
H 11.167512 -26.944168 -2.644373 0.01 0.17 -0.51 0.398
H 5.531063 -22.163177 1.426828 -0.28 0.11 -0.09 0.354
H 18.446977 -20.871496 -2.600524 0.15 0.15 0.02 0.475
H 8.808983 -24.422529 0.665525 0.01 -0.15 0.11 -0.007
H 9.356502 -20.023464 -1.636733 0.13 0.02 -0.16 0.310
H 14.719905 -20.501969 -2.490853 -0.06 -0.04 -0.12 0.043
H 15.024213 -24.149978 -1.796792 0.32 0.09 -0.24 -0.628
H 9.462604 -25.682654 -5.409811 -0.05 0.40 -0.13 0.281
H 15.047006 -25.860959 -1.333642 0.09 0.10 0.11 0.250
H 17.530945 -28.770447 -1.608919 0.23 -0.04 -0.07 0.429
H 12.184240 -19.445367 -3.463336 0.28 -0.11 -0.30 -1.063
H 10.576110 -21.744073 -5.398775 -0.07 0.22 -0.25 -0.321
H 11.709759 -21.957647 -3.217111 -0.51 -0.10 -0.40 0.222
H 8.883619 -18.890839 -6.628061 -0.09 0.08 -0.06 0.284
H 11.652571 -21.714685 4.413973 -0.38 -0.15 0.03 0.204
H 9.768494 -26.229988 -3.110724 -0.15 0.10 -0.06 0.361
H 7.722061 -19.205365 1.346516 0.19 0.03 0.01 0.256
H 10.982708 -26.350270 -0.481850 -0.28 -0.03 -0.11 0.154
H 10.667777 -26.665242 -6.157424 0.01 0.21 -0.41 0.441
H 16.552194 -26.644385 -4.645391 0.02 0.00 -0.06 0.365
H 10.818217 -24.858914 -6.293603 -0.01 -0.02 -0.06 0.321
H 13.130738 -18.318586 -0.165765 -0.34 -0.17 -0.21 -0.477
H 12.214728 -28.311245 1.510388 0.07 -0.10 -0.51 0.274
H 10.244990 -21.465296 -7.084835 -0.17 0.16 -0.09 0.424
```
Forces are in eV/Å.